a.
{
  "formula": "C2H8NO",
  "method": "wB97M-V/def2-TZVPD",
  "total_charge": 1,
  "homo_lumo_gap_ha": 0.4333,
  "e_lumo_ev": -4.7550,
  "symbols": ["O", "H", "H", "H", "C", "C", "N", "H", "H", "H", "H", "H"],
  "coordinates": [[0.595, -1.860, 1.825], [1.431, -2.131, 2.254], [0.026, -1.897, 2.609], [-0.338, 2.307, -1.491], [-0.786, 1.645, -0.738], [-0.259, 0.337, -1.146], [0.460, -0.412, -0.376], [-1.864, 1.747, -0.842], [-0.472, 1.930, 0.257], [-0.322, -0.061, -2.145], [0.445, -0.563, 0.660], [1.084, -1.043, -0.866]],
  "mulliken_charge": [-0.705, 0.338, 0.338, 0.292, -0.919, 0.217, -0.183, 0.341, 0.316, 0.383, 0.319, 0.263]
}

b.
{
  "formula": "C2H8NO",
  "method": "wB97M-V/def2-TZVPD",
  "total_charge": 1,
  "homo_lumo_gap_ha": 0.3658,
  "e_lumo_ev": -5.4144,
  "symbols": ["O", "H", "H", "H", "C", "C", "N", "H", "H", "H", "H", "H"],
  "coordinates": [[-0.375, 0.515, 3.067], [-0.019, 1.083, 3.735], [-1.325, 0.819, 3.259], [1.277, -1.644, -2.034], [0.730, -0.664, -2.326], [0.135, 0.239, -1.299], [-0.394, -0.206, -0.179], [0.005, -0.854, -3.091], [1.597, -0.146, -2.788], [0.293, 1.319, -1.297], [-0.333, -1.121, 0.230], [-0.926, 0.414, 0.449]],
  "mulliken_charge": [-0.648, 0.322, 0.341, 0.341, -0.888, 0.234, -0.200, 0.312, 0.304, 0.366, 0.255, 0.260]
}

c.
{
  "formula": "C2H8NO",
  "method": "wB97M-V/def2-TZVPD",
  "total_charge": 1,
  "homo_lumo_gap_ha": 0.3600,
  "e_lumo_ev": -3.8982,
  "symbols": ["N", "H", "H", "H", "H", "C", "C", "O", "H", "H", "H", "H"],
  "coordinates": [[-0.082, 1.899, 0.219], [0.552, 1.368, -0.404], [-0.509, 1.204, 0.841], [-0.785, 2.326, -0.378], [0.349, 2.616, 0.801], [-0.968, -1.358, -0.070], [0.340, -1.446, 0.038], [1.276, -0.498, -0.321], [-1.523, -2.264, 0.083], [-1.545, -0.566, -0.538], [0.816, -2.360, 0.377], [2.077, -0.922, -0.648]],
  "mulliken_charge": [-0.488, 0.355, 0.360, 0.372, 0.372, -0.755, 0.135, -0.557, 0.246, 0.292, 0.307, 0.361]
}

In order of decreasing stability: a, c, b.

a.
{
  "formula": "CH3N5O3",
  "method": "wB97M-V/def2-TZVPD",
  "homo_lumo_gap_ha": [0.3661, 0.3661],
  "smiles": "N#C/N=[N+](\\[O-])O.[H]/N=[NH+]/[O-]",
  "e_lumo_ev": [-0.6428, -0.6432],
  "symbols": ["C", "N", "N", "N", "N", "N", "O", "O", "O", "H", "H", "H"],
  "coordinates": [[-2.008, -1.017, -0.442], [-2.532, -1.892, -0.974], [1.337, 0.014, -0.621], [2.138, -0.465, 0.160], [-1.267, -0.244, 0.346], [-1.327, 1.019, 0.148], [-2.101, 1.654, -0.520], [-0.368, 1.693, 0.808], [2.384, 0.128, 1.210], [0.842, -0.574, -1.338], [0.268, 1.159, 1.348], [2.635, -1.475, -0.127]],
  "mulliken_charge": [0.408, -0.397, -0.542, 0.540, -0.628, 1.164, -0.588, -0.426, -0.544, 0.264, 0.445, 0.304]
}

b.
{
  "formula": "CH3N5O3",
  "method": "wB97M-V/def2-TZVPD",
  "homo_lumo_gap_ha": [0.3244, 0.3171],
  "e_lumo_ev": [-0.5160, -0.6422],
  "symbols": ["C", "N", "N", "N", "N", "N", "O", "O", "O", "H", "H", "H"],
  "coordinates": [[-0.282, 0.933, 1.052], [-1.220, 1.338, 1.492], [0.095, -1.168, 0.689], [0.603, 0.010, 0.650], [1.727, 0.287, 0.104], [-1.587, -0.612, -1.861], [-2.289, -1.372, -0.997], [-0.875, 0.281, -1.477], [2.187, 1.600, 0.252], [0.713, -1.867, 0.213], [-2.226, -0.979, -0.087], [3.157, 1.548, -0.030]],
  "mulliken_charge": [0.389, -0.284, -0.888, 1.065, -0.593, 0.282, -0.304, -0.317, -0.360, 0.270, 0.339, 0.401]
}

In order of decreasing stability: a, b.

a.
{
  "formula": "C3H2N4",
  "method": "wB97M-V/def2-TZVPD",
  "homo_lumo_gap_ha": 0.3980,
  "smiles": "N#Cc1c[nH]nn1",
  "e_lumo_ev": 0.4437,
  "symbols": ["N", "C", "C", "C", "N", "N", "N", "H", "H"],
  "coordinates": [[3.070, 0.435, 0.413], [2.038, 0.185, -0.041], [0.624, 0.170, -0.228], [-0.352, -0.791, -0.351], [-1.455, -0.139, 0.064], [-1.202, 1.131, 0.403], [0.048, 1.329, 0.218], [-0.397, -1.804, -0.726], [-2.373, -0.515, 0.247]],
  "mulliken_charge": [-0.384, 0.278, 0.131, -0.208, 0.230, -0.503, -0.164, 0.389, 0.231]
}

b.
{
  "formula": "C3H2N4",
  "method": "wB97M-V/def2-TZVPD",
  "homo_lumo_gap_ha": [0.3265, 0.3264],
  "e_lumo_ev": [-0.4939, -0.4945],
  "symbols": ["N", "C", "C", "C", "N", "N", "N", "H", "H"],
  "coordinates": [[2.738, 0.841, 0.918], [1.714, 0.959, 0.398], [0.636, -0.326, -0.938], [-0.547, -0.955, -0.597], [-1.276, -0.119, 0.195], [-0.681, 0.991, 0.509], [0.485, 0.848, -0.202], [-0.843, -1.970, -0.798], [-2.227, -0.269, 0.513]],
  "mulliken_charge": [-0.363, 0.437, -0.478, -0.229, 0.281, -0.721, 0.426, 0.404, 0.244]
}

In order of decreasing stability: a, b.

a.
{
  "formula": "C17H21ClN2O2",
  "method": "wB97M-V/def2-TZVPD",
  "homo_lumo_gap_ha": 0.3244,
  "smiles": "CCCCCCN1N=C(C)[C@@H](C(=O)c2ccc(Cl)cc2)C1=O",
  "e_lumo_ev": -0.1360,
  "symbols": ["C", "C", "C", "C", "C", "C", "N", "C", "O", "C", "C", "N", "C", "H", "H", "H", "C", "O", "C", "C", "C", "C", "C", "C", "H", "H", "Cl", "H", "H", "H", "H", "H", "H", "H", "H", "H", "H", "H", "H", "H", "H", "H", "H"],
  "coordinates": [[-3.141, -5.310, -3.684], [-3.614, -3.979, -3.109], [-3.043, -2.760, -3.847], [-1.839, -2.118, -3.157], [-0.614, -3.026, -3.088], [0.610, -2.291, -2.539], [0.397, -1.855, -1.183], [0.261, -0.570, -0.775], [0.321, 0.417, -1.471], [0.010, -0.660, 0.741], [0.014, -2.158, 0.915], [0.238, -2.771, -0.182], [-0.156, -2.835, 2.218], [0.685, -2.573, 2.861], [-0.179, -3.911, 2.075], [-1.072, -2.505, 2.707], [1.131, 0.036, 1.509], [2.057, -0.592, 1.970], [1.017, 1.501, 1.664], [1.865, 2.109, 2.594], [1.825, 3.471, 2.806], [0.938, 4.243, 2.069], [0.102, 3.662, 1.127], [0.135, 2.294, 0.930], [-0.494, 1.866, 0.167], [-0.569, 4.278, 0.551], [0.878, 5.947, 2.324], [2.476, 3.936, 3.530], [2.552, 1.487, 3.147], [-0.947, -0.203, 0.998], [1.482, -2.950, -2.556], [0.820, -1.391, -3.122], [-0.816, -3.879, -2.440], [-0.372, -3.394, -4.087], [-1.571, -1.207, -3.698], [-2.127, -1.822, -2.145], [-3.819, -1.996, -3.931], [-2.763, -3.049, -4.862], [-4.705, -3.954, -3.168], [-3.347, -3.922, -2.052], [-3.451, -5.404, -4.722], [-2.059, -5.398, -3.642], [-3.573, -6.137, -3.124]],
  "mulliken_charge": [-1.213, -0.396, -0.923, -0.380, -0.458, -1.282, 0.677, 0.540, -0.694, 0.647, 0.166, -1.012, -1.383, 0.296, 0.396, 0.331, 0.187, -0.638, 0.401, -0.444, -0.657, 0.445, -1.026, -0.145, 0.356, 0.413, -0.208, 0.415, 0.458, 0.721, 0.340, 0.391, 0.295, 0.406, 0.400, 0.197, 0.335, 0.445, 0.352, 0.282, 0.335, 0.283, 0.346]
}

b.
{
  "formula": "C17H21ClN2O2",
  "method": "wB97M-V/def2-TZVPD",
  "homo_lumo_gap_ha": 0.3171,
  "smiles": "Cc1oc(-c2ccccc2Cl)nc1CN1CCCC[C@@H]1CO",
  "e_lumo_ev": 0.5280,
  "symbols": ["C", "C", "C", "N", "C", "C", "C", "C", "C", "C", "C", "H", "H", "H", "H", "Cl", "O", "C", "N", "C", "C", "C", "C", "H", "H", "C", "C", "O", "H", "H", "H", "H", "H", "H", "H", "H", "H", "H", "H", "H", "H", "H", "H"],
  "coordinates": [[-1.524, 1.304, 1.548], [-1.300, -0.009, 0.900], [-0.712, -0.361, -0.286], [-0.754, -1.717, -0.403], [-1.349, -2.149, 0.678], [-1.607, -3.543, 0.966], [-2.237, -4.007, 2.123], [-2.446, -5.364, 2.318], [-2.030, -6.275, 1.365], [-1.402, -5.832, 0.210], [-1.194, -4.483, 0.016], [-0.709, -4.110, -0.872], [-1.076, -6.540, -0.536], [-2.197, -7.329, 1.525], [-2.936, -5.697, 3.220], [-2.780, -2.923, 3.352], [-1.701, -1.149, 1.510], [-0.121, 0.518, -1.338], [0.729, 1.538, -0.739], [1.887, 0.907, -0.118], [2.653, 1.904, 0.738], [3.133, 3.047, -0.143], [1.935, 3.649, -0.866], [2.284, 4.425, -1.551], [1.260, 4.098, -0.132], [1.158, 2.589, -1.660], [-0.057, 3.249, -2.347], [0.255, 4.428, -3.046], [0.503, 5.113, -2.417], [-0.467, 2.587, -3.112], [-0.828, 3.438, -1.587], [1.823, 2.183, -2.446], [3.633, 3.813, 0.453], [3.849, 2.668, -0.876], [3.496, 1.403, 1.218], [1.992, 2.289, 1.516], [1.528, 0.083, 0.502], [2.562, 0.483, -0.884], [-0.942, 1.001, -1.869], [0.426, -0.119, -2.052], [-1.267, 1.250, 2.604], [-2.571, 1.598, 1.468], [-0.900, 2.041, 1.050]],
  "mulliken_charge": [-1.356, 0.587, 0.574, -0.616, 0.939, -0.319, 0.392, -0.523, -0.353, -0.686, -0.397, 0.469, 0.379, 0.379, 0.438, -0.218, -0.343, -0.906, 0.591, -0.765, -0.757, -0.954, -1.182, 0.469, 0.299, 0.627, -1.025, -0.564, 0.358, 0.385, 0.317, 0.265, 0.364, 0.359, 0.365, 0.262, 0.421, 0.353, 0.485, 0.109, 0.313, 0.324, 0.143]
}

In order of decreasing stability: a, b.

a.
{
  "formula": "C3H3F",
  "method": "wB97M-V/def2-TZVPD",
  "homo_lumo_gap_ha": [0.2786, 0.3096],
  "e_lumo_ev": [-0.4912, -0.6160],
  "symbols": ["C", "C", "C", "F", "H", "H", "H"],
  "coordinates": [[1.495, 0.285, 0.210], [0.182, 0.541, -0.123], [-0.883, -0.375, -0.029], [-2.205, 0.006, 0.042], [2.186, -0.600, 0.019], [0.075, 1.638, -0.200], [-0.849, -1.495, 0.080]],
  "mulliken_charge": [-0.568, 0.023, -0.107, -0.222, 0.263, 0.288, 0.322]
}

b.
{
  "formula": "C3H3F",
  "method": "wB97M-V/def2-TZVPD",
  "homo_lumo_gap_ha": 0.3443,
  "e_lumo_ev": -0.4525,
  "symbols": ["C", "C", "C", "F", "H", "H", "H"],
  "coordinates": [[-1.890, -0.673, -0.061], [-0.856, -0.070, -0.024], [1.374, 0.447, -0.038], [2.164, -0.611, -0.004], [-2.951, -0.942, 0.286], [1.056, 0.847, -1.007], [1.103, 1.002, 0.848]],
  "mulliken_charge": [-0.282, -0.386, -0.055, -0.153, 0.258, 0.312, 0.306]
}

In order of decreasing stability: a, b.

a.
{
  "formula": "C4H4Cl12",
  "method": "wB97M-V/def2-TZVPD",
  "homo_lumo_gap_ha": 0.4232,
  "smiles": "ClC(Cl)Cl.ClC(Cl)Cl.ClC(Cl)Cl.ClC(Cl)Cl",
  "e_lumo_ev": 0.4021,
  "symbols": ["C", "Cl", "Cl", "Cl", "H", "C", "Cl", "Cl", "Cl", "H", "C", "Cl", "Cl", "Cl", "H", "C", "Cl", "Cl", "Cl", "H"],
  "coordinates": [[1.413, 3.138, 1.346], [-0.188, 2.270, 1.646], [2.224, 3.416, 2.884], [1.205, 4.637, 0.487], [1.945, 2.409, 0.762], [-3.540, -1.270, -0.691], [-2.481, 0.117, -0.206], [-2.630, -2.573, -1.386], [-4.800, -0.693, -1.849], [-3.956, -1.635, 0.236], [0.870, -2.627, 1.475], [-0.784, -3.133, 1.740], [1.210, -1.123, 2.263], [1.136, -2.567, -0.251], [1.537, -3.305, 1.942], [1.276, 0.539, -1.990], [0.487, 1.954, -2.710], [2.905, 0.986, -1.361], [1.393, -0.685, -3.253], [0.779, 0.144, -1.081]],
  "mulliken_charge": [0.522, -0.141, -0.124, -0.102, -0.164, -0.011, -0.060, -0.095, -0.131, 0.297, -0.053, -0.108, -0.087, -0.076, 0.354, 0.374, -0.110, -0.155, -0.126, -0.004]
}

b.
{
  "formula": "C4H4Cl12",
  "method": "wB97M-V/def2-TZVPD",
  "homo_lumo_gap_ha": 0.4165,
  "smiles": "ClC(Cl)Cl.ClC(Cl)Cl.ClC(Cl)Cl.ClC(Cl)Cl",
  "e_lumo_ev": 0.1936,
  "symbols": ["C", "Cl", "Cl", "Cl", "H", "C", "Cl", "Cl", "Cl", "H", "C", "Cl", "Cl", "Cl", "H", "C", "Cl", "Cl", "Cl", "H"],
  "coordinates": [[1.983, -4.578, 0.161], [1.849, -3.338, -1.218], [3.661, -5.305, 0.242], [0.715, -5.783, 0.289], [1.856, -4.007, 1.081], [4.212, 1.541, -3.268], [5.174, 0.094, -3.298], [3.223, 1.779, -4.800], [5.063, 3.021, -2.912], [3.452, 1.320, -2.518], [-5.984, 1.560, 1.674], [-5.380, 2.997, 0.895], [-5.243, 1.365, 3.319], [-5.561, 0.120, 0.659], [-7.063, 1.689, 1.754], [-0.521, 1.555, 1.608], [0.400, 2.211, 2.990], [-0.387, -0.231, 1.545], [0.125, 2.185, 0.060], [-1.574, 1.806, 1.737]],
  "mulliken_charge": [0.071, -0.117, -0.122, -0.100, 0.268, 0.162, -0.107, -0.148, -0.104, 0.196, 0.004, -0.101, -0.118, -0.113, 0.327, 0.114, -0.115, -0.113, -0.110, 0.226]
}

c.
{
  "formula": "C4H4Cl12",
  "method": "wB97M-V/def2-TZVPD",
  "homo_lumo_gap_ha": 0.4145,
  "smiles": "ClC(Cl)Cl.ClC(Cl)Cl.ClC(Cl)Cl.ClC(Cl)Cl",
  "e_lumo_ev": 0.3632,
  "symbols": ["C", "Cl", "Cl", "Cl", "H", "C", "Cl", "Cl", "Cl", "H", "C", "Cl", "Cl", "Cl", "H", "C", "Cl", "Cl", "Cl", "H"],
  "coordinates": [[-1.438, -3.476, -3.735], [-0.864, -4.886, -2.877], [-2.988, -2.924, -3.101], [-1.578, -3.787, -5.468], [-0.722, -2.674, -3.614], [-1.315, -0.001, -0.581], [-0.742, -1.631, -0.995], [-3.065, 0.075, -0.673], [-0.565, 1.183, -1.645], [-1.002, 0.186, 0.438], [2.602, -0.328, 1.982], [3.592, -1.720, 2.393], [0.921, -0.607, 2.420], [2.739, 0.027, 0.252], [2.947, 0.553, 2.508], [0.336, 4.063, 2.476], [-1.128, 4.870, 3.016], [-0.033, 2.606, 1.577], [1.445, 3.725, 3.807], [0.859, 4.747, 1.820]],
  "mulliken_charge": [0.071, -0.111, -0.098, -0.140, 0.264, 0.459, -0.098, -0.126, -0.118, -0.122, 0.114, -0.121, -0.116, -0.100, 0.240, -0.058, -0.120, 0.005, -0.130, 0.305]
}

In order of decreasing stability: c, a, b.